1.
C6H10 as an isolated structure at a distorted geometry. Source: the OMol25 dataset; level of theory: wB97M-V/def2-TZVPD.

Structure (XYZ):
```
16
Properties=species:S:1:pos:R:3
C -0.54 -0.11 1.79
C -0.09 0.56 0.67
C 0.52 1.79 0.57
C 0.23 0.24 -1.77
C -0.18 -0.35 -0.52
C 0.01 -1.82 -0.50
H -0.74 -2.37 0.09
H -0.47 0.44 2.73
H -0.71 -1.17 1.94
H 0.53 2.40 1.47
H 1.25 2.04 -0.18
H 0.56 -0.39 -2.59
H -0.92 0.17 -1.56
H 0.00 -2.34 -1.46
H 0.36 1.30 -1.92
H 0.91 -2.15 0.03
```

The calculation puts the HOMO energy at -0.2098 Eh. For the LUMO energy, the calculation gives -0.77 eV. As for the net charge: 0.

Atom charges from the natural (NBO) analysis, given in e for atoms 1 to 4:
1 C -0.4370
2 C -0.1224
3 C -0.7368
4 C -0.5135

=====

2.
An isolated molecule of C6H10. Source: the OMol25 dataset; level of theory: wB97M-V/def2-TZVPD.

Structure (XYZ):
```
16
Properties=species:S:1:pos:R:3
C 2.51 0.45 0.07
C 1.31 0.39 0.01
C -0.10 0.00 0.03
C -1.02 0.88 -0.84
C -0.54 0.20 1.51
C -0.05 -1.40 -0.66
H 3.58 0.52 0.02
H -0.99 1.93 -0.53
H -2.05 0.52 -0.74
H -0.73 0.82 -1.89
H 0.07 -0.38 2.21
H -0.36 1.26 1.75
H -1.60 0.01 1.69
H -1.02 -1.88 -0.78
H 0.35 -1.22 -1.66
H 0.65 -2.09 -0.18
```

The calculation puts the HOMO energy at -0.3632 Eh. Its SMILES is C#CC(C)(C)C. For the LUMO energy, the calculation gives 0.95 eV. As for the net charge: 0.

Atom charges from the natural (NBO) analysis, given in e for atoms 1 to 4:
1 C -0.2700
2 C 0.0176
3 C -0.1400
4 C -0.5882

=====

3.
An isolated molecule of C6H10. Source: the OMol25 dataset; level of theory: wB97M-V/def2-TZVPD.

Structure (XYZ):
```
16
Properties=species:S:1:pos:R:3
C 2.24 -0.73 -0.33
C 0.97 -0.26 -0.92
C -0.93 2.06 0.66
C -1.23 0.78 0.85
C -1.47 -0.20 -0.27
C -0.20 -1.04 -0.45
H 2.51 0.13 0.32
H 3.05 -0.77 -1.06
H 2.23 -1.63 0.30
H -0.70 2.72 1.49
H -0.89 2.49 -0.34
H -1.25 0.37 1.86
H -2.32 -0.85 -0.04
H -1.68 0.34 -1.20
H -0.31 -1.73 -1.31
H -0.03 -1.69 0.44
```

The calculation puts the HOMO energy at -0.3025 Eh. For the LUMO energy, the calculation gives 0.43 eV. As for the net charge: 0.

Atom charges from the natural (NBO) analysis, given in e for atoms 1 to 4:
1 C -0.7931
2 C 0.1945
3 C -0.3916
4 C -0.1820

=====

4.
An isolated molecule of C6H10 at a distorted geometry. Source: the OMol25 dataset; level of theory: wB97M-V/def2-TZVPD.

Structure (XYZ):
```
16
Properties=species:S:1:pos:R:3
C -1.60 1.64 -0.64
C -0.29 1.51 -0.55
C 0.36 0.34 -0.01
C 1.83 0.24 0.04
C -0.41 -0.59 0.55
C -0.30 -2.07 0.41
H -2.38 0.84 -0.73
H -2.15 2.61 -0.59
H 0.36 2.37 -0.78
H 2.36 1.22 -0.24
H 2.10 -0.49 -0.73
H 2.21 -0.11 1.01
H -1.23 -0.23 1.07
H -0.36 -2.40 -0.61
H -1.17 -2.47 0.93
H 0.66 -2.40 0.88
```

The calculation puts the HOMO energy at -0.2853 Eh. Its SMILES is C=C/C(C)=C/C. For the LUMO energy, the calculation gives 0.60 eV. As for the net charge: 0.

Atom charges from the natural (NBO) analysis, given in e for atoms 1 to 4:
1 C -0.3786
2 C -0.2203
3 C -0.0602
4 C -0.6423

=====

Number 1: gap between HOMO and LUMO 4.941 eV. Number 2: gap between HOMO and LUMO 10.836 eV. Number 3: gap between HOMO and LUMO 8.662 eV. Number 4: gap between HOMO and LUMO 8.365 eV.